No. 1
Below is one molecule with the formula C3H7NO3, with properties calculated with ωB97M-V/def2-TZVPD.

Atoms and positions in Å:
C1 -1.4685 -0.3689 1.9251
C2 0.4940 -0.4920 -0.2403
C3 1.3551 0.2949 -1.2241
H1 -1.8329 0.6863 2.2541
H2 -2.3794 -1.1367 2.0441
H3 -0.4647 -0.7505 2.1962
H4 -0.7076 1.0326 -0.6264
H5 1.2046 -0.2031 -2.2433
H6 2.3855 -0.0870 -1.1127
H7 1.7725 2.0974 -0.3760
N1 -0.5081 0.4199 0.0869
O1 -1.7117 -0.2665 0.4469
O2 0.6676 -1.6542 0.0711
O3 1.2061 1.7730 -1.2067

Results
HOMO = -9.627 eV
Gap between HOMO and LUMO = 10.18 eV
SMILES = CONC(=O)CO
Charge = 0

***

No. 2
Below is a 2-piece molecular cluster, C3H7NO3 overall, with properties calculated with ωB97M-V/def2-TZVPD.

Atoms and positions in Å:
C1 1.5963 -1.6757 -0.4105
C2 1.6724 -3.0640 -0.7017
C3 -0.2007 0.4011 2.1473
N1 -0.6313 -1.2060 0.6255
O1 2.3271 -0.7131 -0.2851
O2 -1.5602 -1.4214 -0.4048
O3 -0.6879 0.1703 0.8528
H1 2.6451 -3.4658 -0.2232
H2 0.8837 -3.5288 -0.1570
H3 1.7286 -3.3730 -1.7191
H4 0.2172 1.3634 2.1309
H5 0.3470 -0.3583 2.6529
H6 -0.9930 0.4858 2.7801
H7 -2.1975 -0.7747 -0.4592

Results
HOMO (spin up / spin down) = -7.039 / -8.266 eV
Gap between HOMO and LUMO (spin up / spin down) = 7.74 / 8.96 eV
Charge = 0

***

No. 3
Below is a 2-piece molecular cluster, C3H7NO3S overall, with properties calculated with ωB97M-V/def2-TZVPD.

Atoms and positions in Å:
C1 -0.1076 1.5719 0.1858
C2 1.1036 0.8206 0.8655
S1 2.5943 1.8980 0.8993
N1 -0.5452 0.9240 -1.0589
C3 -0.9588 -0.4929 -0.9778
O1 -1.7902 -0.6442 -0.0544
O2 -0.6279 -1.2876 -1.8935
H1 -0.9511 1.7332 0.8415
H2 0.3708 2.4840 -0.1722
H3 1.3905 -0.0309 0.2623
H4 0.9542 0.4238 1.8673
H5 0.1532 0.9436 -1.7819
H6 -0.1035 -2.6387 -0.3028
H7 -1.1687 -2.6584 0.7682
O3 -0.3134 -3.0464 0.5516

Results
HOMO = 0.469 eV
Gap between HOMO and LUMO = 5.71 eV
Charge = -2

***

No. 4
Below is one molecule with the formula C3H7NO3S, with properties calculated with ωB97M-V/def2-TZVPD.

Atoms and positions in Å:
C1 -1.5952 1.6205 0.4124
C2 -1.2519 0.6415 -0.3799
C3 -0.3104 -0.4458 0.0825
N1 -0.6351 -1.6990 -0.5748
O1 1.4809 1.6016 -0.2165
O2 2.0393 -0.4780 -1.3858
O3 2.1487 -0.5764 1.0973
S1 1.4026 0.1623 -0.2726
H1 -2.0139 2.5342 -0.0482
H2 -1.2510 1.7522 1.4404
H3 -1.5723 0.5398 -1.3174
H4 -0.2563 -0.7129 1.1005
H5 2.9240 -0.4849 1.5993
H6 -0.3375 -1.8993 -1.5254
H7 -0.7717 -2.5558 -0.0119

Results
HOMO = -9.724 eV
Gap between HOMO and LUMO = 10.31 eV
SMILES = C=C[C@@H](N)S(=O)(=O)O
Charge = 0

***

No. 5
Below is C3H7NO3S as an isolated structure, with properties calculated with ωB97M-V/def2-TZVPD.

Atoms and positions in Å:
C1 0.5645 1.5084 -0.1517
C2 0.2748 0.0060 -0.1561
C3 -0.0555 -0.6129 1.2039
N1 -0.2315 -0.4982 -1.4256
O1 3.0274 -0.0893 -1.1931
O2 2.9037 -0.9541 1.0191
O3 1.7960 1.6689 0.3801
S1 2.2630 -0.1717 0.0071
H1 0.6733 1.7770 -1.2443
H2 -0.2144 2.1455 0.3657
H3 -1.0857 -0.5180 1.5397
H4 0.4589 0.0173 1.8802
H5 0.2013 -1.7096 1.0657
H6 -0.9496 -1.2697 -1.3909
H7 0.3677 -0.4269 -2.3036

Results
2S+1 = 3
HOMO (spin up / spin down) = -5.457 / -10.020 eV
Gap between HOMO and LUMO (spin up / spin down) = 5.93 / 6.02 eV
Charge = 0

***

No. 6
Below is a 2-piece molecular cluster, C3H7NO4 overall, with properties calculated with ωB97M-V/def2-TZVPD.

Atoms and positions in Å:
O1 -0.1693 -2.3321 -1.1131
C1 -0.4589 -1.2531 -0.6733
N1 -0.1154 -0.1236 -1.4587
C2 0.1964 1.1334 -0.9924
O2 1.1588 1.6789 -1.7681
O3 -0.3125 1.6839 -0.0548
C3 -1.2320 -1.0119 0.5776
H1 0.1445 -0.3974 -2.3921
H2 1.1925 2.6164 -1.5484
H3 -1.3605 -1.9982 1.0188
H4 -0.6763 -0.3601 1.2368
H5 -2.2365 -0.6166 0.5018
H6 2.0134 0.6897 2.2138
H7 0.5673 0.1333 1.9100
O4 1.2884 0.1572 2.5421

Results
HOMO = -10.784 eV
Gap between HOMO and LUMO = 11.15 eV
SMILES = CC(=O)NC(=O)O.O
Charge = 0

***

No. 7
Below is one molecule with the formula C3H7NO4, with properties calculated with ωB97M-V/def2-TZVPD.

Atoms and positions in Å:
C1 0.0146 -0.1469 -0.5347
C2 -0.0480 1.1671 -1.2978
N1 -1.2220 -0.3098 0.1841
C3 1.0897 -0.1967 0.6321
O1 -1.8376 -1.4350 -0.2817
O2 -0.5503 -0.5379 1.7094
O3 1.4791 1.0518 1.0026
O4 1.8322 -1.1574 0.7396
H1 -2.7423 -1.3942 0.0650
H2 -0.3844 -1.4757 1.9128
H3 2.3069 0.9636 1.4984
H4 0.2431 -0.9904 -1.1950
H5 -0.8083 1.1028 -2.0756
H6 0.9263 1.3745 -1.7343
H7 -0.2991 1.9842 -0.6250

Results
HOMO = -9.870 eV
Gap between HOMO and LUMO = 10.49 eV
SMILES = C[C@@H](C(=O)O)N(O)O
Charge = 0

***

No. 8
Below is one molecule with the formula C3H7NO4, with properties calculated with ωB97M-V/def2-TZVPD.

Atoms and positions in Å:
C1 -1.5079 0.0027 -0.4487
C2 2.0373 -0.5822 0.3897
C3 0.7089 0.1414 0.4046
N1 -2.2389 -0.4649 -1.4366
O1 -1.8134 1.0155 0.2187
O2 0.2724 0.1672 1.6923
O3 0.9242 1.4341 -0.1446
O4 -0.2590 -0.5776 -0.4690
H1 2.2915 -0.8582 -0.6597
H2 2.8459 0.0437 0.7422
H3 1.9816 -1.4960 0.9878
H4 -3.2040 -0.3474 -1.3615
H5 -1.8977 -1.2549 -1.8437
H6 -0.5645 0.7087 1.5786
H7 0.4237 2.0678 0.3497

Results
2S+1 = 3
HOMO (spin up / spin down) = -4.705 / -10.612 eV
Gap between HOMO and LUMO (spin up / spin down) = 5.47 / 6.80 eV
Charge = 0

***

The records above give, respectively, relative energy (zero: lowest compared OMol25 entry of this formula, charge and spin) values of 113.0, 183.0, 17.9, 48.9, 76.2, 14.9, 120.6, 17.2 kcal per mole.
The records above give, respectively, strongest force on any atom values of 5.2, 5.3, 2.8, 4.6, 7.0, 1.3, 3.2, 6.3 eV Å⁻¹.
The records above give, respectively, E values of -398.85758, -398.74608, -797.18664, -797.08741, -796.90146, -474.26246, -474.09407, -474.03239 Eh.